Here is a structure of composition C30H30BrF6IrN7O6 from OMol25. Energies are from ωB97M-V with the def2-TZVPD basis set.

Properties
* max |F|: 0.674 eV Å⁻¹
* relative energy (zero: lowest compared OMol25 entry of this formula, charge and spin): 0.0 kcal per mole
* ⟨S²⟩: 0.783
* calculated total energy: -143484.39595 eV
* HOMO-LUMO gap (alpha / beta): 7.55 / 3.94 eV
* HOMO (alpha / beta): -12.66 / -12.65 eV

The geometry in ORCA input format:
```
! wB97M-V def2-TZVPD RIJCOSX def2/J DEFGRID3
* xyz 2 2
Ir 0.28 0.40 0.01
Br -2.15 -3.96 -5.71
F 2.47 2.58 -2.82
F 4.13 3.52 0.90
F 4.26 1.78 -1.92
F 3.85 3.90 -1.79
F 2.65 2.29 1.89
F 4.24 1.37 0.75
O 0.76 -0.79 -1.53
O 1.97 1.16 -0.62
O -1.17 -0.70 1.47
O -1.98 -1.03 -1.34
O 1.45 -0.87 1.07
O -0.05 1.65 1.64
N 1.81 -2.51 2.55
N -2.49 5.57 -1.84
N -3.61 2.10 -4.47
N -1.36 2.43 3.28
N -0.86 1.58 -1.05
N 2.98 -1.20 -2.69
N 3.00 -2.50 -4.43
C -2.32 3.10 -2.49
C 1.49 3.60 -0.32
C -0.51 3.61 3.45
C 0.11 -2.82 -4.44
C -2.54 2.37 4.14
C 6.67 -1.19 -3.15
C -3.02 2.55 -3.58
C -1.52 2.26 -1.70
C -1.99 -2.37 -3.36
C 3.41 2.41 0.77
C -1.25 -2.96 -4.39
C -1.05 1.52 2.39
C 4.33 -2.17 -4.18
C -3.40 -1.12 -1.31
C -1.89 0.25 2.24
C 5.51 -2.53 -4.81
C -2.40 4.46 -2.14
C 2.48 2.45 -0.46
C 1.01 -1.68 1.92
C -1.34 -1.63 -2.39
C 1.32 -3.56 3.45
C 3.29 2.69 -1.76
C 0.77 -2.06 -3.46
C 0.06 -1.46 -2.42
C 4.32 -1.34 -3.06
C -0.48 -1.71 2.22
C 6.68 -2.02 -4.28
C 3.24 -2.52 2.26
C 2.21 -1.91 -3.52
C 5.49 -0.83 -2.51
H 0.43 -3.24 3.99
H -3.72 -0.56 -0.44
H 5.48 -0.19 -1.65
H 3.51 -1.63 1.71
H 5.51 -3.17 -5.68
H 2.54 -0.65 -1.97
H -2.82 0.47 1.72
H 3.79 -2.55 3.20
H -0.93 4.46 2.90
H 2.04 4.53 -0.15
H 2.09 -3.77 4.18
H -2.14 -0.16 3.22
H 7.62 -2.27 -4.74
H -3.06 -2.50 -3.34
H -3.85 -0.69 -2.20
H -0.62 -1.53 3.29
H -3.24 1.60 3.81
H -3.05 3.33 4.10
H 3.49 -3.40 1.67
H -3.72 -2.16 -1.20
H 0.64 -3.29 -5.25
H 2.68 -3.08 -5.18
H 1.10 -4.47 2.90
H -0.91 -2.68 1.97
H 0.92 3.71 -1.24
H -2.24 2.17 5.17
H 7.61 -0.82 -2.76
H -0.47 3.86 4.51
H 0.50 3.40 3.09
H 0.82 3.42 0.52
*
```